1.
Below is an isolated ion of composition C2H5N6 and charge +1 at a distorted geometry, with properties calculated with wB97M-V/def2-TZVPD.

Last columns: bonded neighbours and bond lengths (Å).
Cartesian coordinates (Å):
1 C -1.386 0.522 -0.291  N5 1.193, N7 1.285
2 C 0.864 0.045 -0.211  N4 1.276, N6 1.393, N7 1.533
3 N 1.361 0.359 -2.570  N4 1.159
4 N 1.142 0.145 -1.452  C2 1.276, N3 1.159
5 N -2.093 1.482 -0.320  C1 1.193, H9 0.988
6 N 1.905 0.187 0.703  C2 1.393, H10 0.945, H13 1.074
7 N -0.574 -0.408 0.065  C1 1.285, C2 1.533, N8 1.294
8 N -0.771 -1.439 0.823  N7 1.294, H11 1.002, H12 1.072
9 H -2.303 2.188 -0.980  N5 0.988
10 H 2.316 1.020 0.876  N6 0.945
11 H -1.126 -2.292 0.436  N8 1.002
12 H -1.495 -1.177 1.569  N8 1.072
13 H 2.160 -0.632 1.351  N6 1.074

Computed properties:
**HOMO**: -12.9 eV
**DFT total energy**: -11083.315 eV
**Total charge**: +1
**Strongest force on any atom**: 6.396 eV/A
**Lowest unoccupied orbital energy**: -0.1768 hartree
**ΔE to the lowest compared entry with this formula, charge and spin**: 32.1 kcal/mol
**Gap between HOMO and LUMO**: 8.1 eV

=====

2.
Below is a 2-piece molecular cluster, C2H5NO overall at a distorted geometry, with properties calculated with wB97M-V/def2-TZVPD.

Last columns: bonded neighbours and bond lengths (Å).
Cartesian coordinates (Å):
1 C -1.274 1.314 -1.760  N2 1.310, H3 1.110, H4 1.149
2 N -0.643 2.259 -1.109  C1 1.310, H5 0.956
3 H -2.373 1.239 -1.622  C1 1.110
4 H -0.791 0.472 -2.374  C1 1.149
5 H 0.239 2.593 -1.267  N2 0.956
6 C 1.200 -1.981 2.003  O7 1.206, H8 1.102, H9 1.193
7 O 2.276 -1.628 1.588  C6 1.206
8 H 0.266 -1.851 1.433  C6 1.102
9 H 1.101 -2.418 3.109  C6 1.193

Computed properties:
**HOMO**: -9.7 eV
**DFT total energy**: -5690.100 eV
**Strongest force on any atom**: 6.316 eV/A
**Lowest unoccupied orbital energy**: 0.0313 hartree
**ΔE to the lowest compared entry with this formula, charge and spin**: 72.2 kcal/mol
**Gap between HOMO and LUMO**: 10.5 eV

=====

3.
Below is one molecule with the formula C2H5NO at a distorted geometry, with properties calculated with wB97M-V/def2-TZVPD.

Last columns: bonded neighbours and bond lengths (Å).
Cartesian coordinates (Å):
1 C 0.274 -0.811 0.648  N2 1.429, H5 1.094, H6 1.100, H7 1.085
2 N 0.391 0.208 -0.347  C1 1.429, C3 1.433, H8 1.013
3 C -0.665 1.114 -0.690  N2 1.433, O4 1.209, H9 1.110
4 O -1.545 1.496 0.045  C3 1.209
5 H -0.793 -0.934 0.853  C1 1.094
6 H 0.668 -1.768 0.275  C1 1.100
7 H 0.790 -0.528 1.559  C1 1.085
8 H 1.310 0.503 -0.657  N2 1.013
9 H -0.426 0.720 -1.700  C3 1.110

Computed properties:
**HOMO**: -9.3 eV
**DFT total energy**: -5690.784 eV
**Strongest force on any atom**: 3.938 eV/A
**Lowest unoccupied orbital energy**: 0.0355 hartree
**ΔE to the lowest compared entry with this formula, charge and spin**: 56.4 kcal/mol
**Gap between HOMO and LUMO**: 10.3 eV

=====

4.
Below is a 2-piece molecular cluster, C2H5NO overall, with properties calculated with wB97M-V/def2-TZVPD.

Last columns: bonded neighbours and bond lengths (Å).
Cartesian coordinates (Å):
1 C -1.103 -0.258 -0.064  N2 1.439, H5 1.094, H6 1.092, H7 1.094
2 N 0.091 0.532 0.075  C1 1.439, C3 1.203
3 C 0.396 1.678 0.280  N2 1.203, O4 1.176
4 O 0.816 2.759 0.473  C3 1.176
5 H -1.710 -0.213 0.846  C1 1.094
6 H -0.821 -1.298 -0.241  C1 1.092
7 H -1.704 0.088 -0.911  C1 1.094
8 H 2.391 -1.779 -0.236  H9 0.745
9 H 1.885 -1.247 -0.112  H8 0.745

Computed properties:
**HOMO**: -10.5 eV
**DFT total energy**: -5691.602 eV
**Strongest force on any atom**: 0.723 eV/A
**Lowest unoccupied orbital energy**: 0.0270 hartree
**ΔE to the lowest compared entry with this formula, charge and spin**: 37.5 kcal/mol
**Gap between HOMO and LUMO**: 11.2 eV

=====

5.
Below is one molecule with the formula C2H5NO at a distorted geometry, with properties calculated with wB97M-V/def2-TZVPD.

Last columns: bonded neighbours and bond lengths (Å).
Cartesian coordinates (Å):
1 C -0.959 0.844 0.631  C2 1.547, H5 1.145, H6 1.223, H7 1.277
2 C -0.768 -0.124 -0.560  C1 1.547, N3 1.257, H8 1.066
3 N 0.339 -0.716 -0.624  C2 1.257, O4 1.402
4 O 1.267 -0.205 0.294  N3 1.402, H9 1.025
5 H -1.184 0.184 1.539  C1 1.145
6 H 0.130 1.393 0.722  C1 1.223
7 H -1.757 1.821 0.429  C1 1.277
8 H -1.533 -0.464 -1.218  C2 1.066
9 H 2.195 -0.604 0.120  O4 1.025

Computed properties:
**HOMO**: -10.0 eV
**DFT total energy**: -5689.673 eV
**Strongest force on any atom**: 3.930 eV/A
**Lowest unoccupied orbital energy**: 0.0331 hartree
**ΔE to the lowest compared entry with this formula, charge and spin**: 82.0 kcal/mol
**Gap between HOMO and LUMO**: 10.9 eV

=====

6.
Below is a 2-piece molecular cluster, C2H5NO overall at a distorted geometry, with properties calculated with wB97M-V/def2-TZVPD.

Last columns: bonded neighbours and bond lengths (Å).
Cartesian coordinates (Å):
1 N -1.202 0.738 1.853  O2 1.335, H4 1.017, H5 1.017
2 O -0.553 0.280 0.779  N1 1.335
3 H 0.920 0.161 -0.296  C6 1.132
4 H -1.381 1.738 1.827  N1 1.017
5 H -0.791 0.443 2.735  N1 1.017
6 C 0.620 -0.541 -1.132  H3 1.132, C7 1.239, H9 1.236
7 C 1.172 -0.932 -2.169  C6 1.239, H8 1.063
8 H 1.705 -1.303 -3.011  C7 1.063
9 H -0.489 -0.583 -0.586  C6 1.236

Computed properties:
**HOMO (spin up / spin down)**: -9.3 / -7.2 eV
**DFT total energy**: -5685.612 eV
**Strongest force on any atom**: 2.880 eV/A
**Lowest unoccupied orbital energy (spin up / spin down)**: 0.0171 / -0.0190 hartree
**ΔE to the lowest compared entry with this formula, charge and spin**: 175.7 kcal/mol
**Gap between HOMO and LUMO (spin up / spin down)**: 9.8 / 6.7 eV

=====

Q: Which of these has the lowest ΔE to the lowest compared entry with this formula, charge and spin?
A: C2H5N6

=====

Q: What is the formula in the sixth record?
A: C2H5NO

=====

Q: What is the DFT total energy in the fifth record?
A: -5689.673 eV

=====

Q: Which formula does entry 3 have?
A: C2H5NO